No. 1
C5H6N2O as an isolated structure at a distorted geometry. Source: OMol25; level of theory: ωB97M-V/def2-TZVPD.

Values from the calculation:
Relative energy (zero: lowest compared OMol25 entry of this formula, charge and spin) in eV: 7.065
Spin multiplicity: 1

Each line ends with the natural charge from an NBO analysis.
Cartesian coordinates (Å):
C1 0.005 -0.574 -0.459  0.124
C2 0.115 -0.192 -1.882  -0.408
C3 0.257 1.253 -1.648  0.053
C4 0.053 0.641 0.217  -0.113
C5 -0.030 0.539 1.617  0.352
H1 0.626 -2.484 0.129  0.411
H2 -1.415 -2.261 -0.972  0.443
H3 0.649 -0.990 -2.630  0.243
H4 0.331 2.038 -2.423  0.179
H5 0.197 1.292 2.286  0.183
H6 -0.569 -1.456 1.522  0.511
N1 -0.625 -1.844 0.170  -0.881
N2 0.355 1.753 -0.535  -0.421
O1 -0.041 -0.688 2.196  -0.678

No. 2
A 2-piece molecular cluster, C13H16F3NO4S overall at a distorted geometry. Source: OMol25; level of theory: ωB97M-V/def2-TZVPD.

Values from the calculation:
Spin multiplicity: 1

Each line ends with the natural charge from an NBO analysis.
Cartesian coordinates (Å):
O1 -3.792 1.340 0.119  -0.499
C1 -2.495 1.437 0.441  0.555
C2 -1.745 0.166 1.190  -0.540
C3 -0.110 0.177 1.059  -0.072
C4 0.391 -0.416 -0.422  -0.450
C5 1.955 -0.747 0.033  -0.462
C6 1.620 -1.441 1.484  -0.255
N1 0.575 -0.601 2.200  -0.552
C7 -1.604 2.789 0.173  -0.143
C8 -0.922 2.990 -1.305  -0.220
C9 0.009 4.326 -1.537  -0.219
C10 0.196 5.357 -0.267  -0.220
C11 -0.501 5.170 1.221  -0.223
C12 -1.431 3.831 1.448  -0.230
H1 -2.233 -0.816 0.718  0.292
H2 -2.111 0.174 2.322  0.239
H3 0.483 1.185 1.097  0.245
H4 -0.246 -1.268 -0.914  0.306
H5 0.571 0.407 -1.259  0.246
H6 2.648 0.217 0.030  0.221
H7 2.368 -1.394 -0.850  0.318
H8 1.102 -2.501 1.449  0.294
H9 2.585 -1.296 2.136  0.220
H10 1.170 0.142 2.676  0.432
H11 -0.031 -1.047 2.924  0.450
H12 -1.118 2.149 -2.109  0.259
H13 0.498 4.486 -2.599  0.255
H14 0.887 6.290 -0.431  0.238
H15 -0.343 5.899 2.124  0.250
H16 -1.968 3.560 2.456  0.243
C13 0.307 -5.807 -2.412  0.701
F1 -0.697 -6.582 -1.889  -0.329
F2 1.410 -6.621 -2.476  -0.328
F3 -0.051 -5.564 -3.714  -0.329
S1 0.609 -4.244 -1.434  2.305
O2 0.976 -4.691 -0.083  -0.999
O3 -0.661 -3.506 -1.471  -1.004
O4 1.701 -3.549 -2.128  -0.993

No. 3
An isolated molecule of C3H6N2O. Source: OMol25; level of theory: ωB97M-V/def2-TZVPD.

Values from the calculation:
Relative energy (zero: lowest compared OMol25 entry of this formula, charge and spin) in eV: 4.282
Spin multiplicity: 1

Each line ends with the natural charge from an NBO analysis.
Cartesian coordinates (Å):
C1 -0.667 1.302 0.803  -0.419
N1 -0.615 -0.120 0.396  -0.677
C2 0.173 -0.539 -0.829  0.131
N2 -0.621 -0.632 -1.792  -0.547
C3 1.505 -1.167 -0.654  0.379
O1 1.921 -1.530 0.425  -0.525
H1 -0.150 1.920 0.066  0.219
H2 -0.229 1.467 1.790  0.211
H3 -1.718 1.604 0.830  0.211
H4 -0.496 -0.753 1.190  0.414
H5 -1.386 -0.348 -0.554  0.459
H6 2.016 -1.400 -1.606  0.145

Orbital gap across the listed records, respectively: 7.89; 7.69; 8.98 eV.
HOMO across the listed records, respectively: -8.47; -8.70; -8.69 eV.